Here is C3H4N2O as an isolated structure from the Open Molecules 2025 dataset. Energies are from ωB97M-V/def2-TZVPD.

```
10
Properties=species:S:1:pos:R:3:forces:R:3
O -1.80137 0.21760 0.32935 0.045 0.173 0.027
C -0.50849 0.04850 0.03819 0.347 -0.149 -0.103
C 0.58902 0.85569 0.32277 -0.168 0.085 0.054
C 1.93724 -0.63235 0.04480 -0.446 -0.345 -0.285
N 1.13261 -1.46652 -0.46389 0.446 0.393 0.206
N -0.19961 -1.15060 -0.46683 -0.245 0.147 0.084
H -1.95473 1.15713 0.49538 -0.031 -0.133 -0.024
H 0.49066 1.63543 1.07430 -0.004 -0.101 -0.120
H 1.18513 1.14734 -0.54435 -0.030 -0.132 0.118
H -0.87046 -1.81221 -0.82973 0.086 0.062 0.044
```
Positions in Å, forces in eV/Å.

E_HOMO: -0.302 Ha
DFT total energy: -301.31362 Ha
Kohn-Sham gap: 8.50 eV